# 1
CH5BS | ωB97M-V with the def2-TZVPD basis set

```
8
Properties=species:S:1:pos:R:3:forces:R:3
B 0.421 0.236 0.239 -0.63 3.65 -0.23
C -0.940 0.003 -0.532 -0.01 -0.93 -0.89
S 1.537 -1.107 0.478 0.33 0.56 0.72
H 0.818 1.551 0.736 -0.95 -3.00 -0.98
H -1.866 0.405 -0.082 0.56 -0.11 -0.08
H -0.963 -1.101 -0.516 -0.72 0.16 0.10
H -1.007 0.180 -1.648 0.45 0.42 1.22
H 1.999 -0.167 1.325 0.96 -0.75 0.15
```
Positions in Å, forces in eV/Å.

**Total energy**: -12629.000 eV

---

# 2
C6H6N2OS | ωB97M-V with the def2-TZVPD basis set

```
16
Properties=species:S:1:pos:R:3:forces:R:3
C 1.687 0.719 -0.005 -0.91 0.43 -0.03
C 0.927 -0.439 -0.025 -0.35 -0.57 0.05
C 0.140 -2.507 0.008 -0.91 -0.01 -0.05
C 4.157 0.388 -0.072 -0.14 -0.63 0.38
C -0.590 -0.218 -0.069 -0.08 0.05 0.03
C -1.133 -1.634 0.004 0.08 -0.16 0.01
N 3.050 1.014 0.072 0.92 -0.12 -0.27
N 1.247 -1.713 0.010 1.96 0.86 -0.01
O 0.141 -3.713 0.012 -0.04 -0.19 0.02
S 5.495 -0.385 -0.002 -0.78 0.45 -0.13
H 1.116 1.633 -0.035 0.14 0.09 0.03
H -0.901 0.401 0.774 -0.01 0.03 -0.05
H -0.876 0.296 -0.988 0.03 0.03 0.03
H -1.758 -1.913 -0.844 0.00 -0.01 0.05
H -1.690 -1.832 0.920 -0.03 -0.02 -0.05
H 3.184 2.021 0.180 0.12 -0.24 0.00
```
Positions in Å, forces in eV/Å.

**Total energy**: -22179.135 eV

---

# 3
C5H16N6 | ωB97M-V with the def2-TZVPD basis set

```
27
Properties=species:S:1:pos:R:3:forces:R:3
C 0.312 2.108 -1.887 1.50 -2.10 0.44
N -0.034 0.982 -1.004 -0.46 0.05 -0.22
C -1.217 0.420 -0.925 0.30 0.83 -0.06
N -2.296 0.801 -1.600 0.36 0.57 0.28
C -1.100 -0.746 0.018 0.80 -0.29 4.06
N -1.846 -1.041 1.233 0.12 -0.90 -3.50
C 0.295 -0.554 0.671 2.20 -1.42 2.02
C 0.555 -0.186 2.212 -1.47 2.83 -0.33
N 0.958 -2.016 0.613 1.27 0.43 3.11
N 0.983 0.230 -0.214 -1.29 1.90 -1.46
N 2.296 0.426 -0.314 0.85 -1.24 -1.50
H 0.110 3.067 -1.504 -0.82 1.02 0.55
H 1.387 2.031 -1.950 0.44 0.24 -0.32
H -0.053 1.871 -2.862 -0.48 0.25 -0.69
H -2.307 1.707 -2.137 -0.26 -1.55 0.78
H -3.158 0.306 -1.363 0.18 0.62 -0.43
H -0.993 -1.676 -0.482 -0.47 -0.60 -1.31
H -1.695 -0.488 2.004 -0.29 1.52 1.70
H -2.687 -1.511 1.090 -1.65 -0.47 0.33
H 0.017 0.843 2.436 1.15 -1.75 -0.69
H 1.634 0.007 2.460 -0.94 -0.46 -0.60
H 0.079 -0.822 2.955 0.35 -0.55 -0.25
H 1.014 -2.386 -0.286 -0.11 -0.83 -2.21
H 0.431 -2.686 1.229 0.46 0.72 -0.53
H 1.981 -1.987 0.955 -1.86 0.14 -0.33
H 2.702 1.337 -0.170 -0.20 0.30 0.38
H 2.632 -0.039 -1.177 0.32 0.75 0.80
```
Positions in Å, forces in eV/Å.

**Total charge**: +2
**SMILES string**: C[N+]1=C(N)[C@H](N)[C@@](C)([NH3+])N1N
**Total energy**: -14366.208 eV

---

LUMO (computed, eV): 0.6220; -1.5763; -6.7156
HOMO-LUMO gap (computed, eV): 10.981; 5.927; 10.117
Relative energy (zero: lowest compared OMol25 entry of this formula, charge and spin) (computed, eV): 0.7465; 2.3745; 0.7826